(1)
Computed, not measured: the molecule C4H7N5OS in a non-equilibrium geometry, with ωB97M-V with the def2-TZVPD basis set.

Summary:
**E_LUMO**: 0.46 eV
**Maximum force**: 0.049 Eh/bohr
**Multiplicity**: 1
**HOMO-LUMO gap**: 9.369 eV
**Relative energy (zero: lowest compared OMol25 entry of this formula, charge and spin)**: 0.4346 eV
**Structure (SMILES)**: NNC(=O)Cc1nnc(N)s1
**Electronic energy**: -24593.73354 eV

Geometry as XYZ:
```
18
Properties=species:S:1:pos:R:3:mulliken_charge:R:1
H -4.65 -0.47 0.31 0.25
O 2.16 -1.39 1.48 -0.61
N -3.97 0.32 0.35 -0.43
H 1.51 1.76 -0.47 0.21
C 2.00 -0.80 0.44 0.43
C 0.87 -1.20 -0.56 -0.48
H 3.07 1.89 -1.14 0.28
C -2.65 0.12 0.27 0.49
S -1.93 -1.23 -0.54 -0.22
N 2.31 1.21 -0.86 -0.58
N -1.77 0.99 0.73 -0.85
H 3.45 0.61 0.78 0.25
C -0.39 -0.49 -0.20 0.43
H -4.24 1.03 1.00 0.28
H 0.82 -2.29 -0.54 0.40
H 1.14 -0.92 -1.61 0.31
N -0.49 0.59 0.46 -0.06
N 2.76 0.28 0.07 -0.08
```

---

(2)
Computed, not measured: a cluster of 5 separate species, C18H48BBrN2O21P4 in total in a non-equilibrium geometry, with ωB97M-V with the def2-TZVPD basis set.

Summary:
**E_LUMO**: -2.53 eV
**Maximum force**: 0.175 Eh/bohr
**Multiplicity**: 1
**HOMO-LUMO gap**: 7.484 eV
**Relative energy (zero: lowest compared OMol25 entry of this formula, charge and spin)**: 0.0000 eV
**Structure (SMILES)**: NB(O)OC(=O)N(CCCO)CC(=O)Br.COP(=O)(OC)OC.COP(=O)(OC)OC.COP(=O)(OC)OC.COP(=O)(OC)OC
**Electronic energy**: -173296.37564 eV

Geometry as XYZ:
```
95
Properties=species:S:1:pos:R:3:mulliken_charge:R:1
H -9.12 -1.73 5.24 0.31
H -8.26 -6.49 8.66 0.23
O -1.19 -2.01 7.01 -0.37
H 4.32 2.00 -5.60 0.30
C 7.48 6.39 -11.21 -0.63
H -2.94 -1.02 6.44 0.35
C 2.49 1.48 -2.73 -0.98
C -9.13 -6.01 8.22 -0.65
H 2.12 3.03 -6.76 0.49
H -4.89 -0.41 1.51 0.34
H 0.74 -2.24 2.00 0.25
P 8.29 4.07 -10.26 1.08
Br 2.99 0.88 0.09 -0.17
C -0.08 -2.73 1.46 -0.65
H -1.49 -0.63 5.50 0.27
H 9.53 1.79 -11.57 0.32
O 1.45 6.29 -1.84 -0.53
H -10.78 -2.26 5.56 0.27
C -2.04 -1.43 5.99 -0.64
O -0.81 -3.34 8.99 -0.71
O 9.63 3.11 -9.94 -0.31
H 0.14 -4.14 5.50 0.17
H 10.62 3.19 -11.78 0.29
C 1.62 2.01 -4.88 -0.93
C -3.48 -4.00 9.79 -0.84
H -5.69 -3.61 6.41 0.28
H 0.72 2.62 -4.90 0.33
O -8.79 -5.44 6.97 -0.35
O 8.22 4.80 -8.96 -0.66
H -6.06 -5.32 6.80 0.34
O -9.44 -3.06 7.81 -0.66
N 3.09 5.16 -0.46 -0.55
C -4.67 -0.82 2.50 -0.79
O 7.28 4.97 -11.21 -0.29
H -3.11 1.95 1.50 0.25
H -2.30 -2.18 5.25 0.26
O -2.24 0.18 0.88 -0.34
H -4.82 -1.90 2.49 0.32
O -7.18 -3.89 7.85 -0.26
O 1.70 3.88 -2.10 -0.33
H 4.10 2.98 -7.69 0.30
O 2.04 4.63 -4.18 -0.59
H 11.07 1.86 -10.70 0.23
H -4.47 -4.43 9.90 0.32
H 6.98 6.82 -10.34 0.26
C 3.46 1.76 -1.60 0.41
O -1.05 -0.74 2.99 -0.63
B 2.06 5.11 -1.51 0.48
H 5.96 1.81 -9.18 0.17
O 4.43 2.44 -1.69 -0.45
H -0.07 -5.74 6.25 0.24
H 8.53 6.65 -11.20 0.32
C 2.10 3.73 -3.39 0.26
H 0.52 -4.37 7.22 0.35
H -0.63 -3.38 2.13 0.32
H 0.34 -3.32 0.65 0.28
C 2.23 2.05 -6.29 -0.56
H 3.76 0.50 -6.44 0.25
O -3.02 -4.26 8.46 -0.32
H -5.16 -4.31 7.95 -0.41
O 7.29 2.82 -10.38 -0.35
C -9.86 -2.50 5.05 -0.63
H -1.59 1.54 2.33 0.32
H -10.04 -2.56 3.97 0.25
H 7.27 2.60 -8.29 0.36
O -3.33 -0.49 2.91 -0.23
O -1.51 -4.37 6.72 -0.31
C -0.15 -4.66 6.42 -0.63
H 2.77 0.51 -3.14 0.56
H -2.81 -4.47 10.51 0.25
P -8.56 -3.84 6.90 1.08
H 1.28 0.99 -4.69 0.61
O 4.21 2.03 -7.64 -0.44
H 3.98 4.82 -0.81 0.28
H 1.46 1.39 -2.37 0.61
H 2.80 4.55 0.31 0.27
H 2.13 6.84 -2.23 0.32
P -1.81 -3.28 7.89 1.08
C 7.02 2.06 -9.20 -0.60
C -2.12 1.51 1.38 -0.55
H 7.02 6.79 -12.12 0.25
H 7.60 1.13 -9.23 0.26
H -9.90 -6.77 8.04 0.24
C -5.96 -4.31 7.21 0.09
P -2.06 -1.05 1.92 1.06
C 10.24 2.45 -11.07 -0.69
H -3.53 -2.93 9.99 0.38
O -0.93 -1.73 0.89 -0.33
C 3.68 1.58 -6.38 -0.52
H -9.52 -5.27 8.92 0.35
H 1.64 1.36 -6.90 0.22
H -5.36 -0.38 3.22 0.24
N 2.56 2.47 -3.81 0.36
O -9.40 -3.79 5.48 -0.32
H -1.56 2.08 0.65 0.17
```